Entry a
16
Properties=species:S:1:pos:R:3:lowdin_charge:R:1 method="wB97M-V/def2-TZVPD" smiles="NCC(=O)O.O.O" charge=0 lumo_energy_ev=0.2598 orbital_gap_ev=9.909
O 0.163 -0.845 0.798 0.03
C -0.782 -0.016 0.677 -0.50
O -0.748 0.925 -0.247 0.09
C -2.155 0.035 1.372 -0.12
N -2.240 -1.097 2.475 -0.02
H 0.119 0.937 -0.718 0.13
H -2.405 0.997 1.990 0.14
H -3.017 -0.110 0.690 0.11
H -2.429 -2.042 2.131 0.06
H -1.298 -1.152 2.829 0.03
H 2.590 0.612 0.961 0.03
H 3.080 0.681 -0.665 0.11
O 2.392 0.392 0.059 -0.10
H 2.844 0.121 -4.676 0.03
H 1.837 0.126 -3.414 0.00
O 2.049 0.434 -4.263 -0.03

=====

Entry b
16
Properties=species:S:1:pos:R:3:lowdin_charge:R:1 method="wB97M-V/def2-TZVPD" smiles="NCC(=O)O.O.O" charge=0 lumo_energy_ev=0.6054 orbital_gap_ev=9.939
O -0.732 0.418 0.330 0.08
C -0.622 -0.765 0.026 -0.44
O -1.694 -1.491 -0.445 0.06
C 0.754 -1.427 -0.126 -0.26
N 1.757 -0.540 -0.438 -0.01
H -2.117 -0.880 -1.081 0.07
H 0.891 -1.871 0.878 0.13
H 0.634 -2.283 -0.782 0.12
H 2.204 -0.708 -1.348 0.08
H 1.414 0.474 -0.665 0.13
H 3.981 3.644 2.253 0.03
H 4.654 2.339 2.034 0.00
O 3.811 2.726 2.032 -0.03
H -4.248 0.979 -1.498 0.14
H -3.181 0.414 -0.527 0.00
O -3.551 0.201 -1.367 -0.09

=====

Entry c
16
Properties=species:S:1:pos:R:3:lowdin_charge:R:1 method="wB97M-V/def2-TZVPD" smiles="O=CNCO.O.O" charge=0 lumo_energy_ev=0.4357 orbital_gap_ev=10.110
O 0.388 -0.838 -2.284 -0.03
C -0.238 0.123 -1.758 -0.35
N -0.049 0.405 -0.483 0.03
C 1.194 0.223 0.342 -0.12
O 0.827 -0.711 1.492 -0.16
H -0.769 0.917 -2.268 0.13
H -0.758 0.923 0.075 0.15
H 2.091 -0.310 0.161 0.12
H 1.331 1.172 0.789 0.06
H 0.085 -1.395 1.152 0.11
H 0.861 2.778 2.142 0.07
H -0.591 3.372 1.805 0.05
O 0.137 2.824 1.471 -0.07
H -1.589 -2.107 -0.595 0.05
H -1.552 -3.074 0.503 0.06
O -1.915 -2.173 0.336 -0.08

=====

Most stable structure among those shown: entry b.